1.
Computed, not measured: 8 unconnected molecules or ions with the total composition C102H62O16, with the ωB97M-V functional and the def2-TZVPD basis.

```
180
Properties=species:S:1:pos:R:3:lowdin_charge:R:1
C -21.95 -18.26 8.98 -0.07
C -20.66 -18.11 9.44 -0.07
C -20.42 -18.39 10.78 0.02
C -21.51 -18.76 11.65 -0.08
C -22.77 -18.93 11.12 -0.11
C -23.03 -18.74 9.75 0.02
C -23.90 -19.33 12.01 -0.29
O -25.05 -19.30 11.65 0.11
C -23.54 -19.84 13.38 -0.07
C -24.56 -20.44 14.20 0.02
C -24.21 -21.03 15.42 -0.05
C -22.87 -20.92 15.83 -0.06
C -21.86 -20.33 15.08 0.00
C -22.25 -19.84 13.82 -0.11
C -21.21 -19.07 13.07 -0.29
O -20.23 -18.72 13.68 0.10
H -22.14 -18.07 7.94 0.10
H -19.82 -17.82 8.82 0.12
H -19.39 -18.23 11.16 0.13
H -24.00 -18.91 9.31 0.11
H -25.60 -20.33 13.94 0.10
H -24.95 -21.50 15.98 0.09
H -22.68 -21.30 16.83 0.10
H -20.84 -20.22 15.54 0.14
C -18.49 -23.56 15.36 -0.04
C -18.19 -22.47 14.48 -0.04
C -19.01 -22.22 13.42 -0.02
C -20.14 -22.98 13.17 -0.09
C -20.51 -24.00 14.04 -0.09
C -19.62 -24.31 15.09 -0.01
C -21.71 -24.76 13.75 -0.31
O -22.04 -25.71 14.39 0.13
C -22.61 -24.28 12.63 -0.07
C -23.90 -24.79 12.48 0.00
C -24.74 -24.34 11.46 -0.06
C -24.37 -23.22 10.76 -0.08
C -23.16 -22.60 10.90 -0.01
C -22.30 -23.16 11.85 -0.09
C -20.90 -22.64 11.97 -0.29
O -20.45 -21.93 11.10 0.11
H -17.93 -23.78 16.25 0.10
H -17.34 -21.84 14.59 0.10
H -18.77 -21.41 12.75 0.12
H -19.87 -25.18 15.83 0.16
H -24.24 -25.59 13.20 0.14
H -25.69 -24.86 11.36 0.11
H -24.96 -22.92 9.82 0.14
H -22.65 -21.79 10.37 0.12
C -34.65 -14.18 13.44 -0.02
C -34.41 -15.57 13.50 -0.01
C -35.25 -16.32 12.70 -0.03
C -36.28 -15.79 11.97 -0.11
C -36.49 -14.43 11.89 -0.10
C -35.65 -13.61 12.65 0.00
C -37.52 -13.80 11.00 -0.31
O -37.63 -12.62 10.91 0.12
C -38.45 -14.71 10.29 -0.08
C -39.48 -14.22 9.48 0.00
C -40.19 -15.08 8.66 -0.07
C -40.15 -16.42 8.94 -0.09
C -39.28 -16.96 9.83 0.00
C -38.33 -16.12 10.48 -0.04
C -37.23 -16.74 11.28 -0.24
O -37.10 -17.95 11.48 0.08
H -34.16 -13.45 13.98 0.08
H -33.54 -15.97 13.88 0.06
H -35.23 -17.43 12.72 0.13
H -35.76 -12.54 12.52 0.12
H -39.54 -13.12 9.27 0.14
H -40.87 -14.71 7.85 0.13
H -40.80 -17.18 8.45 0.13
H -39.25 -18.03 10.01 0.12
C -31.93 -21.21 13.30 -0.06
C -32.80 -20.16 13.35 -0.08
C -32.36 -18.95 13.78 0.01
C -31.07 -18.84 14.38 -0.06
C -30.26 -19.96 14.45 -0.10
C -30.64 -21.11 13.81 -0.01
C -28.97 -19.95 15.21 -0.27
O -28.39 -20.99 15.41 0.11
C -28.38 -18.61 15.45 -0.09
C -27.08 -18.55 15.93 -0.01
C -26.48 -17.32 16.00 -0.07
C -27.18 -16.16 15.75 -0.04
C -28.54 -16.22 15.42 0.02
C -29.13 -17.47 15.22 -0.09
C -30.56 -17.50 14.80 -0.24
O -31.25 -16.47 14.86 0.08
H -32.26 -22.13 12.75 0.13
H -33.80 -20.28 12.96 0.11
H -33.08 -18.13 13.80 0.10
H -29.99 -21.97 13.84 0.12
H -26.63 -19.46 16.25 0.10
H -25.44 -17.23 16.26 0.11
H -26.63 -15.20 15.84 0.12
H -29.13 -15.35 15.44 0.10
C -40.49 -16.61 0.76 -0.10
C -40.06 -17.89 0.92 -0.05
C -38.83 -18.03 1.62 0.01
C -38.16 -16.91 2.15 -0.08
C -38.78 -15.63 2.01 -0.09
C -39.92 -15.49 1.27 -0.01
C -38.25 -14.48 2.77 -0.31
O -38.88 -13.46 2.87 0.11
C -36.78 -14.54 3.13 -0.10
C -36.14 -13.38 3.51 0.02
C -34.78 -13.54 3.86 -0.02
C -34.12 -14.77 3.83 -0.04
C -34.81 -15.93 3.51 0.03
C -36.14 -15.76 3.11 -0.09
C -36.85 -17.04 2.81 -0.30
O -36.47 -18.17 3.05 0.10
H -41.40 -16.51 0.21 0.10
H -40.55 -18.76 0.44 0.12
H -38.24 -18.97 1.56 0.13
H -40.42 -14.53 1.12 0.14
H -36.72 -12.48 3.44 0.12
H -34.09 -12.69 4.04 0.11
H -33.13 -14.80 4.04 0.06
H -34.36 -16.91 3.36 0.12
C -37.89 -20.19 5.90 -0.04
C -39.08 -19.83 5.30 -0.07
C -39.50 -18.51 5.13 -0.02
C -38.65 -17.53 5.60 -0.09
C -37.42 -17.88 6.21 -0.09
C -37.05 -19.17 6.34 0.00
C -36.55 -16.79 6.78 -0.26
O -35.55 -17.04 7.42 0.11
C -36.92 -15.35 6.73 -0.10
C -36.27 -14.40 7.44 -0.01
C -36.77 -13.11 7.41 -0.05
C -37.92 -12.80 6.72 -0.07
C -38.60 -13.71 5.92 0.01
C -38.09 -15.03 6.03 -0.07
C -39.00 -16.08 5.43 -0.29
O -39.98 -15.74 4.81 0.11
H -37.70 -21.24 5.97 0.10
H -39.79 -20.65 4.86 0.14
H -40.46 -18.32 4.65 0.12
H -36.08 -19.37 6.76 0.12
H -35.48 -14.75 8.02 0.09
H -36.19 -12.33 7.97 0.13
H -38.24 -11.79 6.67 0.11
H -39.38 -13.40 5.28 0.11
C -32.60 -12.85 9.04 -0.05
C -33.59 -13.67 9.58 -0.06
C -33.30 -15.00 9.91 0.02
C -32.04 -15.52 9.60 -0.07
C -31.15 -14.70 8.92 -0.09
C -31.39 -13.39 8.63 -0.01
C -29.79 -15.28 8.50 -0.26
O -29.07 -14.71 7.72 0.09
C -29.37 -16.59 9.03 -0.08
C -28.04 -17.08 8.95 0.02
C -27.72 -18.35 9.36 -0.06
C -28.68 -19.12 9.93 -0.07
C -29.95 -18.66 10.21 0.01
C -30.23 -17.36 9.79 -0.08
C -31.63 -16.88 10.07 -0.26
O -32.35 -17.52 10.80 0.11
H -32.90 -11.80 8.79 0.12
H -34.57 -13.25 9.80 0.09
H -33.98 -15.72 10.39 0.11
H -30.64 -12.81 8.02 0.13
H -27.33 -16.39 8.50 0.12
H -26.74 -18.73 9.16 0.09
H -28.43 -20.08 10.38 0.12
H -30.65 -19.22 10.74 0.10
O -31.40 -12.97 4.65 0.13
C -30.23 -12.88 4.51 -0.44
O -29.69 -13.23 3.26 0.00
C -28.27 -13.04 3.26 -0.17
C -27.91 -12.09 4.40 -0.15
C -29.16 -12.18 5.29 -0.07
H -27.94 -12.89 2.20 0.14
H -27.77 -13.94 3.59 0.11
H -27.80 -11.09 4.05 0.10
H -27.04 -12.28 4.98 0.11
H -29.55 -11.15 5.43 0.14
H -28.87 -12.65 6.22 0.10
```

HOMO level	-9.05	eV
SMILES string	O=C1c2ccccc2C(=O)c2ccccc21.O=C1c2ccccc2C(=O)c2ccccc21.O=C1c2ccccc2C(=O)c2ccccc21.O=C1c2ccccc2C(=O)c2ccccc21.O=C1c2ccccc2C(=O)c2ccccc21.O=C1c2ccccc2C(=O)c2ccccc21.O=C1c2ccccc2C(=O)c2ccccc21.O=C1CCCO1
orbital gap	0.2937	hartree
total charge	0
electronic energy	-139540.623	eV

2.
Computed, not measured: a single C10H10 molecule, with the ωB97M-V functional and the def2-TZVPD basis.

```
20
Properties=species:S:1:pos:R:3:nbo_charge:R:1
C -2.81 -1.12 0.82 -0.13
C -1.67 -1.73 0.99 -0.10
C 0.96 1.18 0.54 -0.39
C 0.00 1.50 -0.58 -0.38
C 1.76 -0.16 0.31 -0.40
C -1.54 -0.16 0.68 -0.11
C -1.02 0.31 -0.74 -0.22
C 0.86 -1.24 -0.17 -0.18
C -0.33 -1.00 -1.02 -0.25
C -0.47 -1.50 0.42 0.00
H 1.72 1.86 0.59 0.21
H 0.39 1.27 1.37 0.20
H -0.35 2.56 -0.27 0.21
H 0.50 1.51 -1.47 0.20
H 2.54 -0.14 -0.33 0.21
H 2.23 -0.32 1.20 0.22
H -1.48 0.38 1.51 0.20
H -1.84 0.38 -1.49 0.23
H 1.28 -2.15 -0.39 0.24
H -0.72 -1.41 -1.98 0.24
```

HOMO level	-8.78	eV
orbital gap	0.3518	hartree
total charge	0
electronic energy	-10523.279	eV

3.
Computed, not measured: 2 unconnected molecules or ions with the total composition C10H10BClNO12, with the ωB97M-V functional and the def2-TZVPD basis.

```
35
Properties=species:S:1:pos:R:3:nbo_charge:R:1
C 5.45 -0.06 0.79 -0.64
C 5.24 1.15 -0.32 -0.42
C 3.73 1.26 -0.94 -0.26
N 3.34 0.16 -1.90 -0.33
O 3.21 -1.04 -1.31 -0.34
C 1.99 -1.14 -0.49 0.94
O 2.08 -1.93 0.62 -0.57
O 0.72 -0.43 -0.72 -0.52
C 0.40 0.47 0.43 -0.19
C 0.15 1.96 -0.21 0.52
O -0.38 2.09 -1.43 -0.50
Cl 0.55 3.53 0.75 -0.08
H 5.74 -1.04 0.20 0.22
H 4.51 -0.23 1.48 0.22
H 6.33 0.29 1.51 0.21
H 5.43 2.16 0.28 0.20
H 6.10 1.07 -1.12 0.22
H 3.00 1.42 -0.04 0.17
H 3.70 2.27 -1.57 0.22
H 2.48 0.43 -2.44 0.36
H -0.56 0.13 1.03 0.31
H 1.28 0.48 1.22 0.24
B -4.96 -1.00 0.32 1.13
O -4.63 -0.02 1.36 -0.63
C -3.36 -0.25 1.72 0.66
O -2.77 0.39 2.57 -0.56
C -2.82 -1.34 0.96 0.66
O -1.69 -1.79 1.04 -0.56
O -3.75 -1.81 0.11 -0.63
O -6.09 -1.84 0.72 -0.64
C -7.05 -1.67 -0.19 0.65
O -8.14 -2.22 -0.16 -0.54
C -6.60 -0.74 -1.20 0.65
O -7.24 -0.37 -2.17 -0.54
O -5.36 -0.33 -0.92 -0.64
```

HOMO level	-7.49	eV
orbital gap	0.3345	hartree
total charge	-1
electronic energy	-49792.598	eV

4.
Computed, not measured: a molecular structure, C10H10BrClW, with the ωB97M-V functional and the def2-TZVPD basis.

```
23
Properties=species:S:1:pos:R:3:mulliken_spin:R:1
C -2.97 -1.05 -0.02 0.05
C -2.11 -1.20 -1.17 -0.04
C -1.38 0.00 -1.39 0.02
H -2.07 -2.18 -1.70 0.00
C -2.13 1.05 -0.68 0.01
C -3.09 0.38 0.18 0.05
H -3.87 0.79 0.82 0.01
H -3.63 -1.76 0.43 0.01
H -0.54 0.19 -2.07 0.03
H -2.15 2.11 -0.85 -0.01
W -1.22 -0.24 0.89 1.74
Cl 0.07 -2.06 1.40 0.06
C 2.98 0.23 0.09 -0.10
C 2.57 1.47 -0.52 0.14
C 2.06 1.21 -1.82 -0.11
H 2.64 2.44 -0.04 0.00
C 2.20 -0.22 -2.05 0.08
C 2.76 -0.80 -0.90 0.02
H 2.91 -1.86 -0.71 -0.01
H 3.30 0.09 1.10 0.01
H 1.68 1.93 -2.52 0.00
H 1.92 -0.73 -2.96 0.00
Br 0.03 1.46 1.98 0.05
```

HOMO level (spin up / spin down)	-6.01 / -6.07	eV
orbital gap (spin up / spin down)	0.1271 / 0.1238	hartree
total charge	0
electronic energy	-94918.384	eV
multiplicity	3

5.
Computed, not measured: a molecular structure, C10H10BrF5NO2RhS2, with the ωB97M-V functional and the def2-TZVPD basis.

```
32
Properties=species:S:1:pos:R:3:nbo_charge:R:1
Rh 0.91 -0.14 -0.47 0.52
O 2.16 -0.12 5.62 -0.63
C 1.77 -0.15 4.34 0.38
C 0.44 -0.17 3.94 -0.33
C 0.15 -0.19 2.59 0.10
N 1.10 -0.18 1.65 -0.50
C 2.36 -0.17 2.06 0.18
Br 3.63 -0.20 0.64 0.13
C 2.77 -0.15 3.37 -0.32
H 1.39 -0.12 6.21 0.49
H -0.37 -0.17 4.66 0.23
H -0.87 -0.21 2.24 0.24
H 3.82 -0.14 3.64 0.26
C -1.61 0.73 -5.02 -0.26
O -0.45 0.74 -4.18 -0.50
C -0.03 -0.41 -3.67 0.05
S -0.72 -1.86 -3.95 -0.12
S 1.42 -0.15 -2.69 -0.17
H -1.78 1.77 -5.28 0.20
H -2.46 0.32 -4.47 0.20
H -1.44 0.13 -5.90 0.20
C -0.29 -1.76 -0.48 -0.68
H -0.61 -1.97 0.54 0.17
H 0.36 -2.55 -0.85 0.20
H -1.14 -1.68 -1.14 0.21
F -0.26 2.19 -1.42 -0.33
C -0.49 1.26 -0.45 0.52
F -0.40 1.96 0.74 -0.37
C -1.99 0.92 -0.55 0.90
F -2.36 0.12 0.46 -0.33
F -2.73 2.03 -0.48 -0.31
F -2.29 0.31 -1.70 -0.31
```

HOMO level	-7.58	eV
orbital gap	0.2710	hartree
total charge	0
electronic energy	-124425.267	eV

6.
Computed, not measured: a molecular structure, C10H10BrFIr, with the ωB97M-V functional and the def2-TZVPD basis.

```
23
Properties=species:S:1:pos:R:3:mulliken_spin:R:1
C 1.66 -0.66 0.90 -0.02
C 2.33 0.58 0.81 0.44
C 1.83 1.48 1.86 -0.14
H 3.12 0.82 0.12 0.03
C 0.80 0.63 2.65 0.10
C 0.76 -0.68 1.99 0.44
H 0.20 -1.53 2.37 0.01
H 1.86 -1.54 0.31 0.00
H 2.51 2.14 2.41 0.03
H 0.63 0.76 3.73 0.04
Ir 0.01 1.92 1.40 2.26
Br 0.36 2.48 -0.95 0.39
C -2.23 0.04 -2.04 0.04
C -2.19 -0.88 -0.93 0.08
C -1.10 -1.79 -1.16 0.03
H -2.85 -0.85 -0.05 0.00
C -0.44 -1.37 -2.35 0.06
C -1.16 -0.29 -2.94 0.07
H -0.95 0.22 -3.87 0.00
H -2.90 0.91 -2.11 0.00
H -0.83 -2.65 -0.53 0.00
H 0.45 -1.85 -2.78 0.00
F -1.88 2.11 1.16 0.15
```

HOMO level (spin up / spin down)	-3.09 / -2.49	eV
orbital gap (spin up / spin down)	0.2134 / 0.1241	hartree
total charge	-1
electronic energy	-86126.429	eV
multiplicity	5

7.
Computed, not measured: a molecular structure, C10H10ClMoNO2, with the ωB97M-V functional and the def2-TZVPD basis.

```
25
Properties=species:S:1:pos:R:3:mulliken_spin:R:1
Cl -2.40 -0.37 0.12 0.09
C 0.93 -1.40 -1.76 0.03
C 1.68 -0.18 -1.57 -0.14
C 0.82 0.93 -1.88 0.11
H 2.75 -0.12 -1.36 0.00
C -0.47 0.42 -2.27 0.01
C -0.39 -1.03 -2.19 -0.11
H -1.18 -1.70 -2.49 0.00
H 1.31 -2.40 -1.65 0.00
H 1.10 1.99 -1.90 0.03
C -1.62 1.23 -2.77 0.02
Mo -0.02 -0.16 -0.16 1.95
C 1.72 0.95 0.95 -0.06
C -0.01 -1.97 1.20 -0.03
O 2.52 1.40 1.65 0.03
O -0.25 -2.74 2.02 0.01
H -1.63 2.21 -2.28 0.00
H -2.56 0.72 -2.54 0.00
H -1.55 1.39 -3.85 0.00
C -0.08 0.09 4.70 0.00
C -0.25 0.25 3.27 0.04
N -0.35 0.36 2.12 -0.01
H 0.86 -0.45 4.89 0.00
H -0.91 -0.48 5.14 0.00
H -0.03 1.06 5.22 0.00
```

HOMO level (spin up / spin down)	-17.28 / -17.78	eV
orbital gap (spin up / spin down)	0.2946 / 0.2676	hartree
total charge	+2
electronic energy	-30477.838	eV
multiplicity	3

8.
Computed, not measured: a single C10H10FN molecule, with the ωB97M-V functional and the def2-TZVPD basis.

```
22
Properties=species:S:1:pos:R:3:nbo_charge:R:1
C 1.38 -1.05 -3.28 0.23
C -1.24 -0.65 2.64 -0.22
C 0.15 -0.57 2.65 -0.20
C -1.85 -0.50 1.37 -0.20
C 0.88 -0.43 1.51 -0.21
C -1.11 -0.19 0.23 -0.22
C 0.25 -0.22 0.31 -0.04
C 0.68 1.29 -1.73 -0.61
C 0.73 -1.27 -2.01 0.11
C 0.97 -0.03 -1.02 -0.23
N 1.79 -0.88 -4.34 -0.26
F -0.67 -1.44 -2.23 -0.36
H -1.57 -0.83 3.71 0.23
H 0.70 -0.69 3.54 0.21
H -2.99 -0.61 1.43 0.22
H 1.96 -0.48 1.50 0.21
H -1.61 -0.23 -0.76 0.24
H -0.28 1.24 -2.18 0.21
H 0.67 2.17 -0.91 0.22
H 1.26 1.58 -2.50 0.22
H 1.02 -2.14 -1.52 0.21
H 2.11 -0.11 -1.15 0.23
```

HOMO level	-9.59	eV
SMILES string	C[C@@H](c1ccccc1)[C@@H](F)C#N
orbital gap	0.3797	hartree
total charge	0
electronic energy	-14737.886	eV

Which of these has the highest total charge?
C10H10ClMoNO2

Among the records above, which one has the highest total charge?
C10H10ClMoNO2

Which formula does entry 8 have?
C10H10FN